Molecular formula: C38H44CrN7O4P2S
Method: DFT, the ωB97M-V functional and the def2-TZVPD basis

Element x y z (Å)
Cr1 -1.55308 -0.59955 -0.05036
S1 1.78215 -0.89443 -3.20824
P1 -0.92806 1.92533 1.92465
P2 0.20304 -3.62054 0.30291
O1 2.25359 -2.24448 -2.75103
O2 -1.68311 0.70566 1.44730
O3 -2.81788 2.55813 -0.12353
O4 -0.96578 -0.01522 -3.37549
N1 0.93788 -0.89213 0.48523
N2 -0.66298 -3.90151 -2.31345
N3 -1.80104 -1.98684 1.36953
N4 -1.69004 -3.93326 2.38480
N5 -1.60472 -2.16873 -1.32615
N6 2.57894 -2.31952 0.88824
N7 -1.97450 0.86068 -1.46321
C1 -2.21761 -2.38136 -2.52806
C2 -1.71897 0.77504 -2.82150
C3 -2.33020 4.72460 4.51771
C4 2.29205 1.41249 4.44828
C5 -2.01987 3.01192 2.86018
C6 1.60928 -1.10840 -5.02120
C7 -2.77690 -2.03485 2.32391
C8 -3.39370 2.93513 2.67026
C9 2.00500 0.18053 5.01711
C10 1.42597 1.97255 3.52137
C11 2.09387 -0.20107 0.71335
C12 4.56683 -0.67805 -3.36476
C13 1.26345 -2.16940 0.59124
C14 3.11619 -1.07089 0.96113
C15 -3.70256 4.65271 4.32191
C16 -0.66953 -3.11294 -1.21248
C17 0.07400 2.91989 0.76526
C18 0.28211 -4.96836 -2.58010
C19 -3.01898 2.75248 -2.50569
C20 0.26296 1.30192 3.15916
C21 -2.62172 2.05686 -1.21683
C22 0.83682 -0.48510 4.67006
C23 -1.48667 3.89882 3.79359
C24 -1.26805 -5.27563 2.73538
C25 1.41162 3.07770 -1.23228
C26 3.29743 -3.57430 0.97040
C27 -4.23329 3.75683 3.40538
C28 0.09123 4.30865 0.87345
C29 1.14097 0.14856 -5.73732
C30 -1.14970 -3.13984 1.42634
C31 -2.71647 -3.23873 2.96080
C32 3.30599 0.15789 -3.27034
C33 0.76302 2.30703 -0.27962
C34 -1.62976 -3.43573 -3.15627
C35 1.41341 4.46084 -1.12958
C36 -2.48213 1.84207 -3.58853
C37 -0.03181 0.07486 3.74797
C38 0.77039 5.07198 -0.06343
H1 5.44842 -0.04285 -3.28132
H2 2.12936 0.87292 0.70170
H3 2.79204 -4.26139 1.64704
H4 4.58592 -1.40960 -2.55840
H5 4.15541 -0.89933 1.18101
H6 -0.23951 -5.27279 3.09407
H7 -2.56743 3.74479 -2.51180
H8 -0.94566 -0.43420 3.47275
H9 -3.31131 -3.65041 3.75650
H10 -3.04538 -1.77722 -2.85093
H11 1.29409 -4.58193 -2.46559
H12 -1.91789 5.41936 5.23693
H13 3.19553 1.93931 4.72640
H14 1.90711 2.59095 -2.06394
H15 1.90475 0.92564 -5.74654
H16 0.59977 -1.43910 5.12385
H17 -0.44635 4.79775 1.67343
H18 2.56618 -1.47725 -5.39141
H19 3.35366 -4.02831 -0.02010
H20 0.24619 0.53286 -5.25153
H21 -3.44817 -1.20961 2.48838
H22 0.75943 1.23128 -0.37060
H23 2.68757 -0.25812 5.73299
H24 1.90884 5.06234 -1.88023
H25 -1.82156 -3.87475 -4.11899
H26 0.14645 -5.32951 -3.59605
H27 0.78017 6.14956 0.02986
H28 0.13242 -5.79759 -1.88846
H29 0.85816 -1.89344 -5.11821
H30 4.30381 -3.39488 1.33928
H31 -3.26796 1.35195 -4.16578
H32 1.66086 2.93173 3.07273
H33 -4.36012 5.29195 4.89587
H34 3.19504 0.83348 -4.11695
H35 -1.33827 -5.93612 1.87229
H36 4.61765 -1.21695 -4.31035
H37 3.29208 0.74521 -2.35251
H38 -4.09969 2.88676 -2.52910
H39 -1.91421 -5.65490 3.52205
H40 -0.41725 3.93421 3.95921
H41 -1.82285 2.33989 -4.29827
H42 0.89737 -0.08575 -6.77384
H43 -3.77967 2.24296 1.93483
H44 -5.30405 3.70081 3.26227

The total energy comes out at -116574.853 eV. As for the spin multiplicity: 5. The value obtained for the LUMO energy (spin up / spin down) is -2.002 / -2.142 eV. As for the HOMO energy (spin up / spin down): -10.058 / -10.562 eV. Its charge is +1. The value obtained for the energy above the lowest of the compared OMol25 structures with the same formula, charge and spin is 35.3 kJ/mol.